1.
22
Properties=species:S:1:pos:R:3:nbo_charge:R:1 method="wB97M-V/def2-TZVPD" total_energy_ev=-40305.50816 charge=0 homo_lumo_gap_ev=9.1 e_above_lowest_kj_mol=104.0
O 1.91423 -0.83873 -3.33857 -0.5325
O -2.92119 1.81473 1.52585 -0.5541
O 3.71756 -1.03422 -1.76095 -0.6864
O -2.44252 -0.00900 2.73972 -0.6662
O 1.87480 0.26385 -0.06140 -0.7785
O 0.11845 0.44125 1.83190 -0.7292
S 0.44191 -1.73353 -0.41068 0.1816
S -0.69570 1.57453 -0.45176 0.2405
C 2.37529 -0.70433 -2.21163 0.7820
C -2.27339 0.77389 1.70079 0.7459
C 0.29384 0.76013 -1.70864 -0.5698
C -1.13159 -1.00694 0.37290 -0.5648
C 1.28444 -0.25820 -1.17713 0.0622
C -0.99154 0.38356 0.96261 0.0244
H 3.79787 -0.90627 -0.78263 0.5115
H -3.12498 0.52885 3.21060 0.5169
H 1.08388 0.51848 0.55692 0.5128
H -0.17309 0.32736 2.77270 0.5139
H -0.40625 0.17679 -2.30805 0.2401
H 0.80786 1.54454 -2.20906 0.2576
H -1.93990 -0.96507 -0.43618 0.2378
H -1.60999 -1.65171 1.18268 0.2542

2.
22
Properties=species:S:1:pos:R:3:nbo_charge:R:1 method="wB97M-V/def2-TZVPD" total_energy_ev=-17553.91753 charge=0 homo_lumo_gap_ev=10.4 e_above_lowest_kj_mol=78.4
C 0.79756 0.73731 -0.50985 0.2311
C -0.58259 1.14172 0.01022 0.2268
C -1.07091 -1.28145 0.49926 -0.2242
C 0.28033 -1.24770 1.05887 -0.2320
C 2.34827 -1.05706 -0.32206 0.5412
C -2.68555 0.34144 -0.75756 0.5550
H 2.42097 1.74385 -1.03699 0.5130
H 0.68130 0.61159 -1.57776 0.1820
H -0.87391 1.94454 -0.63277 0.1777
H 0.31394 2.17386 1.49977 0.5002
H -1.16348 -1.90785 -0.34829 0.2120
H -1.77588 -1.66168 1.18057 0.2209
H 0.27826 -0.63872 1.95065 0.2237
H 0.71298 -2.22512 1.22246 0.2227
H 2.53107 -2.09037 -0.02420 0.1233
H -2.72252 1.40122 -0.99748 0.1153
N -1.45857 0.03878 -0.14288 -0.4561
N 1.21537 -0.50305 0.18403 -0.4481
O 1.70469 1.81693 -0.32961 -0.7414
O -0.51919 1.59889 1.33594 -0.7398
O 3.00219 -0.43643 -1.13898 -0.6319
O -3.43432 -0.50073 -1.12333 -0.5713

3.
100
Properties=species:S:1:pos:R:3:mulliken_spin:R:1 method="wB97M-V/def2-TZVPD" total_energy_ev=-171932.90590 s2=6.009 charge=+2 homo_lumo_gap_ev="8.9 / 8.3" e_above_lowest_kj_mol=245.9 spin_multiplicity=5
Fe 10.86824 11.00598 10.41551 3.7363
C 13.73751 14.83083 6.32075 -0.0004
C 14.25781 14.76295 7.71593 0.0001
C 14.92392 15.98303 8.21572 0.0002
O 13.01803 14.55846 8.62635 0.0000
P 12.94938 13.45653 9.72790 0.0145
O 12.23258 12.17693 9.37755 0.0095
C 12.15288 14.19746 11.16031 0.0071
P 11.95629 13.11780 12.53393 0.0052
O 11.18836 11.89422 12.15567 0.0878
O 11.16055 13.93154 13.53172 -0.0047
C 9.75460 13.85154 13.99298 -0.0002
C 8.94302 14.88682 13.15492 -0.0001
C 9.79773 14.14340 15.45962 0.0003
O 13.37348 12.91438 13.15395 -0.0073
C 13.73900 12.92156 14.65253 -0.0002
C 13.25379 11.63692 15.22941 0.0001
C 15.23870 13.11387 14.69973 0.0000
O 14.42848 13.06271 10.25176 0.0016
C 15.06905 11.81730 9.69163 -0.0077
C 16.55803 11.99417 9.66703 0.0008
C 14.76902 10.63916 10.62305 0.0053
H 14.72329 14.97119 5.80080 0.0001
H 13.10102 15.79568 6.25456 0.0000
H 13.26900 13.95319 5.86713 -0.0001
H 14.89180 13.84406 7.84138 -0.0012
H 14.57775 16.93057 7.74057 0.0000
H 16.04184 15.95360 8.05453 0.0000
H 14.88853 15.95356 9.35337 0.0000
H 11.06736 14.37627 10.78549 0.0062
H 12.46694 15.23845 11.34538 -0.0008
H 9.56448 12.81521 13.69336 -0.0006
H 9.53619 15.85828 13.19907 0.0000
H 7.99419 15.08759 13.55902 -0.0001
H 8.90669 14.47023 12.14239 0.0000
H 9.96070 15.20594 15.75700 0.0001
H 10.65860 13.58778 15.89622 -0.0001
H 8.89530 13.89268 15.92783 0.0000
H 13.20097 13.78564 15.11756 0.0004
H 13.78014 10.70312 14.88221 0.0000
H 12.19143 11.53406 15.08321 -0.0003
H 13.36464 11.75745 16.28176 0.0000
H 15.79126 12.34137 14.22041 0.0000
H 15.59492 13.08652 15.71467 0.0000
H 15.48302 14.08875 14.22013 0.0000
H 14.68095 11.60202 8.72422 0.0007
H 16.81292 12.41041 10.61735 -0.0001
H 16.89608 12.64980 8.87575 0.0001
H 17.05684 10.99135 9.49240 -0.0001
H 15.34589 10.79491 11.56280 0.0007
H 15.07702 9.66867 10.08087 0.0001
H 13.69822 10.45424 10.89101 -0.0004
C 6.60452 18.79667 11.56388 0.0000
C 7.13896 17.59482 10.82758 0.0000
O 8.43740 17.92926 10.15430 0.0000
P 9.42927 16.81582 9.44831 0.0003
O 10.92161 16.97926 10.16018 -0.0004
C 11.69538 18.14712 10.03549 -0.0002
C 12.74160 18.15187 11.12689 -0.0002
O 9.71893 17.65377 8.08290 -0.0001
C 8.67341 18.05857 7.16148 0.0000
C 9.40581 18.30774 5.86053 0.0000
H 5.64631 18.48482 11.94922 0.0000
H 6.48134 19.65230 10.96600 0.0000
H 7.23478 19.03364 12.41322 0.0000
H 6.43102 17.29118 10.05953 0.0000
H 7.31262 16.68663 11.50470 0.0000
H 11.08406 19.03773 10.16057 0.0000
H 12.06309 18.17083 9.00762 0.0001
H 12.39836 18.55074 12.10498 0.0000
H 13.66671 18.76774 10.86038 0.0000
H 13.03181 17.15986 11.35559 -0.0003
H 8.32189 19.07119 7.57734 0.0000
H 7.84078 17.34288 7.15003 0.0000
H 10.06730 19.08817 6.01322 0.0000
H 8.60130 18.54113 5.14431 0.0000
H 9.93256 17.40239 5.57099 0.0000
C 7.24287 12.88368 7.73049 0.0048
As 8.83959 11.84034 7.98173 0.0021
C 8.53622 10.24556 6.94252 -0.0001
C 10.26027 12.87382 7.19359 0.0028
O 9.14362 11.58755 9.62797 0.0885
H 6.86617 12.87984 6.70745 0.0000
H 7.29783 13.95560 8.16487 0.0006
H 6.49566 12.31589 8.33290 -0.0001
H 8.20041 10.60581 5.99096 -0.0002
H 7.81694 9.57029 7.35646 0.0000
H 9.44050 9.71463 6.67326 -0.0004
H 11.07093 12.22890 6.79833 0.0014
H 10.60018 13.53366 8.00963 0.0012
H 9.75296 13.34285 6.32895 -0.0002
C 11.05500 6.33200 7.66351 0.0007
C 11.09366 6.60426 9.20493 0.0010
C 11.06039 7.98288 9.58878 0.0232
N 11.11887 9.06521 9.95688 0.0207
H 10.92114 5.20272 7.41528 0.0002
H 11.94096 6.73219 7.07934 -0.0002
H 10.16809 6.83034 7.16604 0.0000
H 12.01618 6.14583 9.62534 0.0022
H 10.26414 6.00285 9.65112 -0.0004

4.
15
Properties=species:S:1:pos:R:3:nbo_charge:R:1 method="wB97M-V/def2-TZVPD" total_energy_ev=-29689.15538 charge=0 homo_lumo_gap_ev=9.4 e_above_lowest_kj_mol=321.4
C 0.86279 -0.06159 0.12062 -0.2486
C -0.05631 -0.99346 -0.84579 -0.3375
C -1.22478 -0.28496 0.01651 -0.1105
C -0.17993 -0.47118 1.12771 -0.3833
C -1.03808 1.20611 -0.23820 -0.2208
C 0.34848 1.29968 -0.11181 -0.1799
H 2.97361 0.47591 -0.93101 0.1525
H 0.06174 -1.97848 -0.49153 0.2078
H -0.03772 -0.74574 -2.04022 0.2220
H -0.40021 -1.47729 1.40129 0.2135
H -0.31050 0.15937 1.99096 0.2104
H -1.73957 1.93300 0.20333 0.2399
H 1.09470 2.09839 -0.14696 0.2268
S 2.57579 -0.58876 0.01059 0.0015
Cl -2.93000 -0.57101 -0.06550 0.0063

5.
90
Properties=species:S:1:pos:R:3:mulliken_charge:R:1 method="wB97M-V/def2-TZVPD" total_energy_ev=-168655.26387 charge=+1 homo_lumo_gap_ev=5.8 e_above_lowest_kj_mol=0.0
Fe 0.09423 0.53355 0.04515 0.3507
C 1.14808 -3.85869 -5.18989 -1.5587
C 0.53588 -2.83916 -4.26963 0.5326
C -0.80185 -2.90686 -3.88089 -1.2914
C -1.34829 -1.99801 -2.99755 0.2224
C -0.60382 -0.93403 -2.45149 -0.9691
N -1.09632 -0.10718 -1.46051 1.7033
C -2.44838 0.19259 -1.49089 -0.5139
C -3.13308 0.52220 -2.67701 0.4440
C -4.44899 0.93183 -2.67515 -1.2231
C -5.17701 1.05962 -1.48819 0.5417
C -6.59022 1.57015 -1.49063 -1.6408
C -4.52985 0.71987 -0.31387 -0.5553
C -3.20928 0.27425 -0.31904 -1.2925
N -2.65179 -0.15122 0.92453 -0.1501
C -3.29595 -0.84561 1.88150 -0.2922
C -2.46932 -0.91663 2.97931 -1.5069
C -1.31793 -0.23100 2.59226 -0.2266
N -1.43274 0.24165 1.35145 1.1245
C 0.72406 -0.85183 -2.89754 0.0452
C 1.28368 -1.79425 -3.75359 -0.6007
N 1.54087 0.25848 -2.53066 -0.4569
C 2.43425 0.88013 -3.32471 -0.1652
C 3.10893 1.80276 -2.55797 -1.6200
C 2.54620 1.67603 -1.28719 -0.2014
N 1.59899 0.73935 -1.27518 1.2612
H 0.38153 -4.49253 -5.63303 0.3810
H 1.69738 -3.38226 -6.00270 0.3571
H 1.84708 -4.50657 -4.65760 0.3085
H -1.42600 -3.70593 -4.26366 0.3649
H -2.38214 -2.11090 -2.69544 0.4765
H -2.59450 0.45890 -3.61508 0.5197
H -4.92227 1.18011 -3.61814 0.4080
H -7.17941 1.09352 -2.27425 0.4000
H -7.08073 1.37916 -0.53694 0.3831
H -6.61975 2.64675 -1.66929 0.2803
H -5.04791 0.80755 0.63431 0.5262
H -4.28555 -1.23005 1.70582 0.5399
H -2.66744 -1.40140 3.91817 0.4824
H -0.40863 -0.07570 3.14816 0.4196
H 2.33037 -1.69938 -4.01985 0.6241
H 2.51408 0.62336 -4.36635 0.5834
H 3.88604 2.47482 -2.87494 0.4950
H 2.76230 2.23473 -0.39257 0.3984
Br 2.41323 6.08790 4.50339 -0.1461
C 2.13575 4.46447 3.58648 -0.0387
C 0.86877 3.89710 3.56503 -0.8019
C 0.66117 2.71853 2.86984 0.0542
C 1.72490 2.09258 2.22967 -0.2370
C 2.99418 2.65717 2.26575 -0.6333
C 3.19696 3.85411 2.93710 -0.9324
N 1.46013 0.86889 1.55047 1.1542
C 2.22478 -0.12941 1.76015 -0.1963
C 1.84490 -1.41515 1.16953 0.2060
C 2.53493 -2.58770 1.41320 -0.9497
C 2.01134 -3.77373 0.91298 -0.5745
C 0.81662 -3.73345 0.22198 -1.2006
C 0.19430 -2.50784 0.01127 -0.2145
N 0.70961 -1.36691 0.45250 0.4532
H 0.04958 4.38100 4.07892 0.4954
H -0.32581 2.27634 2.82146 0.1135
H 3.82291 2.18234 1.75463 0.5374
H 4.17624 4.31156 2.95542 0.4551
H 3.10729 -0.09181 2.39613 0.6075
H 3.44892 -2.57610 1.99099 0.5440
H 2.52389 -4.71137 1.07874 0.4512
H 0.35955 -4.63281 -0.16546 0.5196
H -0.73689 -2.43264 -0.52943 0.6059
C -1.36853 5.74378 -0.10080 -1.0246
N -2.39320 4.75569 -0.43019 0.1719
C -2.51120 4.66292 -1.88661 -0.8823
N -1.24699 4.38608 -2.56946 0.1901
C -0.27142 5.39601 -2.17567 -1.0244
N -0.07538 5.48474 -0.73015 0.1750
C 0.55198 4.27710 -0.19753 -1.2608
P -0.49480 2.75892 -0.46123 3.4520
C -2.09016 3.45513 0.16322 -1.4215
C -0.76919 3.03822 -2.27026 -1.3185
H -1.23970 5.78039 0.98337 0.4104
H -1.71727 6.72119 -0.43944 0.3292
H -2.89086 5.61845 -2.25297 0.3045
H -3.23125 3.88048 -2.13645 0.3666
H -0.62228 6.36771 -2.52831 0.3343
H 0.68545 5.17753 -2.65433 0.4078
H 0.75644 4.42278 0.86371 0.2371
H 1.51215 4.13317 -0.69916 0.4961
H -2.05216 3.55447 1.25206 0.3699
H -2.89529 2.75626 -0.07048 0.0290
H -1.48875 2.31002 -2.64184 -0.0643
H 0.17729 2.85909 -2.79127 0.5412

6.
13
Properties=species:S:1:pos:R:3:nbo_charge:R:1 method="wB97M-V/def2-TZVPD" total_energy_ev=-25356.73478 charge=+1 homo_lumo_gap_ev=7.9 e_above_lowest_kj_mol=77.3
C -0.67447 0.94418 1.03854 -0.4320
C 1.55181 1.19342 0.08438 0.1229
N 0.40315 0.66720 0.07645 -0.3993
H -0.65284 0.13850 1.76970 0.2519
H -1.63454 1.00387 0.53850 0.2448
H -0.43909 1.88733 1.52871 0.2333
H 1.78276 1.94584 0.83204 0.2223
H 2.35005 0.81839 -0.54456 0.2346
H 0.18748 -0.08180 -0.61872 0.4471
S -0.32542 -1.73492 -2.09445 -0.1329
S -1.21149 -2.64594 -0.37644 -0.0891
H 0.79634 -2.46623 -1.96856 0.1639
H -2.13372 -1.66984 -0.26561 0.1324